19
Properties=species:S:1:pos:R:3:forces:R:3 method="wB97M-V/def2-TZVPD" homo_lumo_gap_ev=11.492 total_charge=+1 multiplicity=1 e_tot_ha=-343.7362 e_above_lowest_kcal_mol=25.3 lumo_ev=-2.895 largest_force_ha_per_bohr=0.071
C -1.6381 1.5303 -0.1113 1.421 -1.953 2.765
N -0.5656 2.4669 -0.3599 -0.826 0.058 -1.921
C -1.1090 0.1299 -0.5411 -0.938 -0.502 1.764
N 0.2140 -0.1688 0.1564 0.421 1.515 -1.398
H -1.9438 1.5137 1.0548 0.999 -0.101 -2.541
H -2.5597 1.5951 -0.6015 -1.386 0.903 -1.042
H -0.7092 3.2569 0.2016 0.116 1.390 1.209
H -0.7630 2.8479 -1.3034 0.718 -0.309 0.460
H -1.8918 -0.4840 -0.0939 0.350 -0.816 -0.450
H -1.0063 -0.1034 -1.6127 -0.041 0.546 0.454
H 0.8272 -0.8039 -0.4885 -1.036 0.386 1.651
H 0.1063 -0.5456 1.1226 0.423 0.178 -0.878
H 0.6298 0.8338 0.1512 -0.339 -1.573 0.409
H 2.3628 -1.4161 2.7226 -0.979 -0.883 -0.286
H 1.5280 -2.7897 2.8072 0.268 1.964 -0.801
O 1.5700 -1.8853 2.3609 0.589 -0.938 0.998
H 1.5908 -2.8569 -1.8250 -0.006 2.590 0.564
H 1.7986 -1.2205 -2.1745 -0.201 -2.083 0.922
O 1.5591 -1.9000 -1.4653 0.449 -0.372 -1.879


19
Properties=species:S:1:pos:R:3:forces:R:3 method="wB97M-V/def2-TZVPD" homo_lumo_gap_ev=11.100 total_charge=+1 multiplicity=1 e_tot_ha=-343.7647 e_above_lowest_kcal_mol=7.4 lumo_ev=-2.811 largest_force_ha_per_bohr=0.028
C -0.2439 -2.1957 0.1430 -0.243 0.036 0.316
N -0.8566 -2.3185 -1.1652 -0.045 0.470 -0.246
C 0.3426 -0.7950 0.3096 0.484 0.175 -0.358
N -0.6932 0.1753 -0.1226 -0.291 1.375 -0.191
H -0.9768 -2.3866 0.9260 -0.087 0.052 0.083
H 0.5455 -2.9127 0.3036 0.307 -0.251 -0.013
H -1.8445 -2.5153 -1.1564 0.021 -0.280 0.096
H -0.3861 -2.9424 -1.8012 0.020 -0.020 0.019
H 0.7377 -0.5467 1.2882 -0.321 -0.066 0.252
H 1.1572 -0.6403 -0.3989 -0.019 -0.156 -0.054
H -0.3485 1.1194 -0.3551 0.641 -0.284 -0.097
H -1.4358 0.3976 0.5452 -0.030 -0.677 0.055
H -1.0568 -0.2276 -1.0009 -0.317 -0.133 0.114
H -0.5253 3.0494 2.7954 0.071 -0.100 -0.131
H 0.5142 3.5560 1.8120 0.026 0.017 -0.075
O -0.0458 2.7952 1.9954 -0.148 -0.080 0.076
H 1.7196 2.5500 -2.0432 0.004 0.055 -0.071
H 2.0542 1.8363 -0.7251 0.189 0.153 -0.065
O 1.3424 2.0017 -1.3500 -0.262 -0.286 0.287


19
Properties=species:S:1:pos:R:3:forces:R:3 method="wB97M-V/def2-TZVPD" homo_lumo_gap_ev=11.113 total_charge=+1 multiplicity=1 e_tot_ha=-343.7699 e_above_lowest_kcal_mol=4.1 lumo_ev=-2.770 largest_force_ha_per_bohr=0.038
C 0.5799 -1.7430 -0.6924 0.253 -0.375 -0.307
N 0.5193 -2.1391 0.7007 -0.233 0.443 0.317
C -0.2359 -0.4805 -0.9351 -1.217 0.634 1.375
N -0.2336 0.3586 0.3608 0.760 -0.466 -0.942
H 1.6160 -1.5341 -0.9312 0.231 0.078 -0.001
H 0.2638 -2.5310 -1.3798 -0.127 0.130 -0.093
H 1.3060 -2.6903 1.0022 0.033 -0.128 -0.051
H -0.3450 -2.6004 0.9495 0.071 -0.216 -0.024
H 0.1281 0.1547 -1.7211 0.285 0.047 -0.324
H -1.3017 -0.6379 -1.0880 0.096 -0.483 -0.359
H -1.1642 0.5324 0.7457 -0.065 0.104 0.081
H 0.1850 1.2595 0.1341 0.303 -0.044 0.277
H 0.3308 -0.2289 1.0176 -0.243 0.335 -0.015
H 2.2766 2.5910 -0.2639 -0.119 -0.183 0.193
H 2.5647 2.0633 -1.6150 -0.209 -0.364 -0.140
O 2.0420 1.8427 -0.8312 0.244 0.569 0.042
H -3.4562 1.5296 1.2476 0.657 -0.099 -0.129
H -2.5684 2.5105 1.9441 0.411 -0.131 -0.089
O -2.5073 1.7429 1.3553 -1.130 0.151 0.190


20
Properties=species:S:1:pos:R:3:forces:R:3 method="wB97M-V/def2-TZVPD" homo_lumo_gap_ev=10.752 total_charge=+1 multiplicity=1 e_tot_ha=-418.9840 e_above_lowest_kcal_mol=27.9 lumo_ev=-3.694 largest_force_ha_per_bohr=0.097
C 1.2684 -1.4721 2.0605 2.385 0.070 1.187
N -1.2355 -0.9825 -0.4911 2.330 1.138 0.617
C -0.2240 -0.8001 0.3817 -4.943 -0.333 0.480
N 0.1430 -1.7494 1.2055 1.698 0.176 0.042
H 1.1443 -0.5299 2.5820 -0.105 0.215 -0.119
H 2.2906 -1.4681 1.5872 -1.259 0.226 -0.297
H 1.4462 -2.2076 2.8407 -0.805 -0.311 0.015
H -1.6363 -1.8772 -0.7059 0.051 -0.143 -0.310
H -1.3285 -0.1371 -1.0719 -0.617 -0.571 -0.228
H -0.2661 0.2665 0.7362 1.717 -0.882 -0.763
H -0.0736 -2.7329 1.1032 -0.254 0.205 -0.544
H -1.2297 1.6791 -2.2886 -0.050 0.089 0.109
H 0.2843 1.3641 -2.2940 -0.008 0.091 -0.063
O -0.5006 1.3675 -1.7379 0.191 -0.026 -0.073
H -3.1382 1.4844 -0.4102 0.257 0.013 0.031
H -3.9975 1.3245 -1.6133 0.165 -0.180 -0.288
O -3.0965 1.1411 -1.3115 -0.734 0.281 0.200
H 2.9910 1.4528 -0.7801 -0.027 0.062 0.250
H 4.0149 2.1442 0.0741 -0.055 0.039 0.242
O 3.1438 1.7328 0.1334 0.062 -0.159 -0.489


19
Properties=species:S:1:pos:R:3:forces:R:3 method="wB97M-V/def2-TZVPD" homo_lumo_gap_ev="2.325 / 9.397" total_charge=-1 multiplicity=2 e_tot_ha=-364.4081 e_above_lowest_kcal_mol=12.2 lumo_ev="3.234 / 3.144" largest_force_ha_per_bohr=0.057
C 1.0854 1.9712 2.0344 -0.625 0.059 -0.912
C 1.5361 0.9112 1.0375 0.492 -2.642 1.142
N 0.4471 -0.0143 0.6522 -0.006 1.672 -1.061
H 0.7806 1.5397 2.9978 0.558 0.340 -0.067
H 1.7908 2.8067 2.0357 0.208 -0.297 0.759
H 0.1786 2.4315 1.6179 0.008 -0.141 0.013
H 1.9994 1.3568 0.1688 -0.224 0.121 -0.357
H 2.2924 0.1624 1.4460 -0.051 1.634 0.053
H 0.6586 -0.4076 -0.2649 -0.485 -0.365 0.459
H 0.1982 -0.6814 1.3656 0.287 -0.281 -0.192
H 0.0084 -4.3251 -3.2646 -0.221 0.135 0.183
H 0.2699 -2.8153 -3.4378 -0.199 -0.115 0.054
O 0.5237 -3.6916 -3.7709 0.401 0.006 -0.256
H -1.3262 0.6924 1.0433 -0.531 -1.045 -0.113
H -1.8959 1.2390 2.2602 -0.569 -0.202 0.352
O -2.0779 0.4973 1.6657 0.811 1.119 -0.125
H -1.9747 -0.7197 -3.2563 0.480 -0.015 -0.089
H -2.6943 -0.5450 -1.9840 0.161 0.068 0.387
O -1.8003 -0.4083 -2.3464 -0.494 -0.051 -0.227


20
Properties=species:S:1:pos:R:3:forces:R:3 method="wB97M-V/def2-TZVPD" homo_lumo_gap_ev=10.205 multiplicity=1 e_tot_ha=-439.6880 e_above_lowest_kcal_mol=21.8 smiles=NCCO.O.O.O lumo_ev=0.507 largest_force_ha_per_bohr=0.027
C 1.6268 1.7710 -0.4326 -0.506 -0.683 -0.225
O 2.2040 0.7849 0.3881 0.142 0.448 1.164
C 0.1042 1.8047 -0.4780 0.037 -0.396 -0.867
N -0.5333 0.4660 -0.7320 -0.564 1.263 -0.018
H 1.9950 1.5569 -1.4417 -0.132 0.414 -0.187
H 1.9252 2.7762 -0.1233 0.441 -0.243 0.098
H 1.7139 -0.0431 0.3386 0.078 -0.084 -0.565
H -0.0811 2.4501 -1.3356 -0.305 0.094 -0.102
H -0.4038 2.2447 0.3690 0.416 0.284 0.479
H -1.3865 0.7110 -1.2390 0.350 -0.397 -0.571
H -0.9801 0.2861 0.1496 0.138 -0.745 0.777
H 0.3627 -0.2843 2.1996 -0.185 -0.001 -0.314
H 0.0878 0.6688 3.2856 -0.362 0.273 -0.066
O -0.3236 0.3386 2.4752 0.504 -0.284 0.361
H 0.5351 -1.1401 -1.0226 0.083 0.297 -0.157
H 0.9096 -2.5799 -0.7409 0.204 -0.043 -0.023
O 1.3130 -1.7212 -0.9121 -0.369 -0.219 0.206
H -3.0212 -3.1130 0.4933 0.021 0.086 -0.058
H -3.1493 -3.9247 -0.7803 0.005 0.010 -0.095
O -2.8984 -3.0528 -0.4607 0.004 -0.075 0.164